1.
This record from the Open Molecules 2025 dataset describes an isolated molecule of C6H12P2. The level of theory is the ωB97M-V functional and the def2-TZVPD basis.

XYZ file:
```
20
Properties=species:S:1:pos:R:3
C -2.425 1.837 0.711
P -3.028 0.318 -0.288
C -1.368 -0.396 -0.551
C -1.302 -1.742 -1.240
C 0.110 -0.025 -0.200
C 0.824 -1.063 0.617
P 0.791 1.331 -0.808
C 2.690 1.316 -0.206
H -2.420 1.622 1.850
H -3.099 2.702 0.597
H -1.456 2.179 0.482
H -2.334 -2.033 -1.382
H -0.879 -2.337 -0.492
H -0.621 -1.500 -2.187
H 0.285 -1.811 1.061
H 1.363 -0.702 1.569
H 1.760 -1.449 -0.055
H 3.024 2.063 -0.807
H 3.118 0.305 -0.507
H 2.506 1.398 0.903
```

## Properties
relative energy (zero: lowest compared OMol25 entry of this formula, charge and spin): 2.148 eV
SMILES: C/P=C(C)\C(C)=P\C
E_HOMO: -8.2 eV
multiplicity: 1

2.
This record from the Open Molecules 2025 dataset describes a structure of composition C6H12S. The level of theory is the ωB97M-V functional and the def2-TZVPD basis.

XYZ file:
```
19
Properties=species:S:1:pos:R:3
C 0.821 1.310 2.044
C 1.323 0.819 0.768
C -0.857 0.784 -0.857
C -0.404 -1.350 0.573
C 1.058 -0.799 -1.540
C 0.169 -0.259 -0.428
S 1.099 2.607 0.766
H -0.176 1.113 2.192
H 1.480 1.200 2.855
H 2.319 0.522 0.523
H -0.380 1.519 -1.529
H -1.205 1.342 -0.096
H -1.692 0.229 -1.318
H 0.465 -1.942 0.968
H -1.096 -1.079 1.352
H -0.809 -2.152 0.007
H 1.509 0.122 -1.941
H 0.570 -1.288 -2.400
H 1.805 -1.530 -1.289
```

## Properties
relative energy (zero: lowest compared OMol25 entry of this formula, charge and spin): 2.140 eV
E_HOMO: -8.3 eV
multiplicity: 1

3.
This record from the Open Molecules 2025 dataset describes a structure of composition C6H13As2Cl10F12OY. The level of theory is the ωB97M-V functional and the def2-TZVPD basis.

XYZ file:
```
45
Properties=species:S:1:pos:R:3
Y 0.312 -1.542 2.825
C 3.384 -0.346 1.722
O 2.466 -0.550 2.789
H 3.814 -1.314 1.469
H 2.927 0.095 0.833
H 4.107 0.388 2.081
As 0.316 1.537 5.272
F -0.096 0.531 3.802
F 2.000 1.386 4.865
F 0.658 2.405 6.726
F -1.399 1.665 5.536
F 0.325 -0.017 6.096
F 0.287 2.942 4.264
As -0.005 -0.810 -0.421
F -0.901 -1.699 0.925
F -1.351 0.054 -1.039
F 1.161 -0.095 -1.464
F 1.271 -1.746 0.373
F -0.301 -2.068 -1.555
F 0.207 0.375 0.873
C 1.484 3.277 -1.313
Cl 2.977 2.358 -1.020
Cl 1.671 4.558 -2.532
H 0.764 2.559 -1.691
H 1.101 3.738 -0.410
C -3.676 -1.874 3.624
Cl -4.954 -2.268 2.443
Cl -2.671 -0.526 3.008
H -4.174 -1.528 4.521
H -3.078 -2.764 3.767
C -2.918 0.912 -3.736
Cl -2.661 1.818 -5.246
Cl -4.596 0.454 -3.505
H -2.272 0.043 -3.721
H -2.651 1.566 -2.913
C -2.482 -3.653 -3.477
Cl -2.977 -2.623 -4.858
Cl -3.543 -3.423 -2.112
H -2.537 -4.696 -3.763
H -1.477 -3.332 -3.237
C 3.811 0.865 -3.875
Cl 5.316 1.721 -3.653
Cl 3.856 -0.294 -5.207
H 3.479 0.333 -2.989
H 3.026 1.590 -4.076
```

## Properties
relative energy (zero: lowest compared OMol25 entry of this formula, charge and spin): 0.000 eV
E_HOMO: -10.0 eV
multiplicity: 1

4.
This record from the Open Molecules 2025 dataset describes a structure of composition C6H13AsMgNO3S5. The level of theory is the ωB97M-V functional and the def2-TZVPD basis.

XYZ file:
```
30
Properties=species:S:1:pos:R:3
Mg -0.555 0.639 1.406
N 0.489 -0.338 3.177
C 1.902 0.035 3.082
C 2.315 0.262 1.616
O 3.475 0.044 1.285
O 1.378 0.708 0.862
H 0.068 -0.099 4.066
H 0.342 -1.334 3.046
H 2.584 -0.675 3.550
H 2.029 1.000 3.579
S -2.140 -2.515 2.234
S -3.543 -1.110 2.769
S -2.687 0.275 4.019
S -2.125 1.889 2.841
C 1.437 -0.040 -1.927
As -0.317 0.667 -2.267
C -1.464 -0.828 -2.684
C -0.138 1.603 -3.948
S -1.158 1.966 -0.844
H 1.717 -0.660 -2.780
H 1.413 -0.622 -1.012
H 2.129 0.788 -1.797
H -0.882 -1.628 -3.139
H -2.241 -0.485 -3.366
H -1.910 -1.183 -1.760
H 0.178 0.915 -4.732
H 0.599 2.394 -3.826
H -1.102 2.043 -4.197
O -0.660 -2.221 -0.032
C -1.130 -1.491 0.780
```

## Properties
relative energy (zero: lowest compared OMol25 entry of this formula, charge and spin): 0.072 eV
net charge: -1
E_HOMO: -4.2 eV
multiplicity: 1

5.
This record from the Open Molecules 2025 dataset describes a structure of composition C6H13BrF2N4O6S2. The level of theory is the ωB97M-V functional and the def2-TZVPD basis.

XYZ file:
```
34
Properties=species:S:1:pos:R:3
O -4.733 2.358 -4.026
C -4.485 2.050 -2.929
C -3.306 1.155 -2.567
N -3.857 0.029 -1.768
C -3.046 -0.427 -0.746
N -1.734 -0.280 -0.680
C -1.234 0.754 0.275
C 0.209 1.058 -0.072
C 1.014 -0.226 -0.023
O 1.027 -0.850 -1.318
N -3.664 -1.059 0.205
Br -2.850 -1.875 1.641
H -5.147 2.380 -2.107
H -2.540 1.703 -2.045
H -2.945 0.769 -3.511
H -4.019 -0.769 -2.379
H -1.317 -0.145 -1.595
H -1.209 0.354 1.276
H -1.828 1.666 0.296
H 0.575 1.695 0.724
H 0.312 1.590 -1.014
H 0.576 -0.932 0.671
H 2.026 -0.064 0.320
H 1.389 -0.189 -1.920
H -4.672 -1.123 0.160
N 5.289 -1.653 1.910
S 6.120 -0.396 2.414
O 6.559 -0.449 3.768
O 5.696 0.870 1.905
F 7.454 -0.680 1.596
S 3.878 -1.780 2.576
O 3.276 -3.057 2.366
O 2.993 -0.654 2.461
F 4.192 -1.824 4.133
```

## Properties
E_HOMO: -8.4 eV
multiplicity: 1

6.
This record from the Open Molecules 2025 dataset describes a structure of composition C6H13CoO3. The level of theory is the ωB97M-V functional and the def2-TZVPD basis.

XYZ file:
```
23
Properties=species:S:1:pos:R:3
C -2.098 2.414 0.650
O -1.367 1.964 1.676
C -1.311 0.552 1.908
C -0.010 -0.010 1.384
O 0.161 0.277 -0.011
Co -0.445 1.799 -0.888
H -2.936 1.789 0.312
H -2.186 3.504 0.638
H -2.177 0.053 1.454
H -1.347 0.408 2.993
H -0.044 -1.091 1.553
H 0.844 0.461 1.887
C 0.616 -0.755 -0.884
C 0.321 -1.947 -1.693
O 1.057 -2.214 -0.080
C 1.960 -3.290 -0.133
H 1.413 -0.289 -1.493
H -0.746 -1.288 -1.002
H 0.173 -1.515 -2.702
H 2.577 -3.241 0.771
H 1.418 -4.249 -0.161
H 2.624 -3.211 -1.008
H -0.221 -2.899 -1.687
```

## Properties
⟨S²⟩: 8.77
relative energy (zero: lowest compared OMol25 entry of this formula, charge and spin): 5.079 eV
net charge: +3
E_HOMO (alpha / beta): -21.5 / -23.2 eV
multiplicity: 6

7.
This record from the Open Molecules 2025 dataset describes an isolated molecule of C6H13FN2. The level of theory is the ωB97M-V functional and the def2-TZVPD basis.

XYZ file:
```
22
Properties=species:S:1:pos:R:3
C 2.036 -0.952 0.468
C 1.290 -0.317 -0.705
C 0.556 0.923 -0.287
C 1.352 2.190 -0.131
C -0.741 0.918 -0.075
F -1.461 1.994 0.290
N -1.708 -0.448 -0.107
C -2.844 -0.157 -0.955
N -2.013 -0.783 1.213
H 2.540 -1.859 0.143
H 2.787 -0.275 0.872
H 1.334 -1.202 1.259
H 2.004 -0.055 -1.489
H 0.569 -1.031 -1.098
H 2.330 1.962 0.286
H 1.496 2.669 -1.099
H 0.842 2.891 0.527
H -3.418 -1.078 -1.086
H -3.507 0.619 -0.545
H -2.477 0.164 -1.928
H -2.870 -0.343 1.553
H -2.099 -1.795 1.280
```

## Properties
relative energy (zero: lowest compared OMol25 entry of this formula, charge and spin): 0.000 eV
SMILES: CC/C(C)=C(/F)N(C)N
E_HOMO: -9.0 eV
multiplicity: 1

8.
This record from the Open Molecules 2025 dataset describes a cluster of 2 separate species, C6H13FSi in total. The level of theory is the ωB97M-V functional and the def2-TZVPD basis.

XYZ file:
```
21
Properties=species:S:1:pos:R:3
C 0.380 -1.259 1.514
C -0.935 -1.653 0.948
Si -1.306 -1.381 -0.733
F -2.924 -1.730 -1.052
C -0.640 -0.629 -2.308
C 0.820 -0.162 -2.168
H 0.969 -0.501 0.960
H 0.234 -0.916 2.585
H 1.117 -2.179 1.586
H -1.656 -2.079 1.732
H -0.635 -1.510 -3.043
H -1.334 0.157 -2.726
H 1.378 0.036 -3.184
H 0.611 0.840 -1.549
H 1.406 -0.886 -1.488
C 0.246 2.528 0.868
C 0.587 2.144 2.094
H -0.571 3.220 0.597
H 0.961 2.139 0.122
H 0.102 2.573 2.991
H 1.191 1.248 2.253
```

## Properties
relative energy (zero: lowest compared OMol25 entry of this formula, charge and spin): 3.983 eV
SMILES: C/C=[Si](/F)CC.C=C
E_HOMO: -7.8 eV
multiplicity: 1

Number 1: strongest force on any atom 5.71 eV/A. Number 2: strongest force on any atom 4.50 eV/A. Number 3: strongest force on any atom 6.21 eV/A. Number 4: strongest force on any atom 0.30 eV/A. Number 5: strongest force on any atom 2.97 eV/A. Number 6: strongest force on any atom 7.01 eV/A. Number 7: strongest force on any atom 4.78 eV/A. Number 8: strongest force on any atom 3.34 eV/A.